This record from OMol25 describes a molecular structure, C42H63BF2N4O2RuSe2Si. The level of theory is wB97M-V/def2-TZVPD.

Properties
Net charge = -1
Energy relative to the best compared isomer or geometry (same formula, charge and spin) = 111.0 kJ/mol
HOMO-LUMO gap (spin up / spin down) = 6.42 / 7.20 eV
HOMO (spin up / spin down) = -4.1 / -4.9 eV
2S+1 = 6
E_tot = -201902.11932 eV

```
118
Properties=species:S:1:pos:R:3:forces:R:3
Ru -1.450 -0.891 -0.134 0.607 -0.220 0.067
C 5.311 3.242 1.435 -1.403 -0.188 -0.693
C 5.307 1.702 1.307 -1.042 0.567 -0.508
C 5.496 1.101 2.670 -0.218 -0.128 0.418
C 6.458 1.284 0.398 0.472 -1.408 0.047
C 3.957 1.249 0.733 -0.894 -0.346 -1.045
C 2.971 0.579 1.464 0.430 0.354 -0.280
C 1.766 0.182 0.901 -0.381 0.325 -0.350
Se 0.484 -0.659 2.020 0.115 -1.187 0.415
C -0.487 0.788 2.744 -1.254 0.847 -0.951
C 0.017 1.571 3.763 0.370 0.238 0.444
C -0.630 2.721 4.195 0.099 -0.112 0.531
C -1.773 3.107 3.511 -1.043 0.183 -0.906
C -2.315 2.415 2.425 0.524 -1.416 0.068
C -1.728 1.123 2.111 -0.409 0.632 0.329
O -2.390 0.293 1.318 0.664 0.555 0.433
C -3.587 2.856 1.686 -0.771 -0.391 0.037
C -4.817 2.165 2.362 0.571 0.289 -0.353
C -3.762 4.369 1.750 0.765 0.547 0.925
C -3.643 2.461 0.185 0.477 -0.769 -0.159
C -0.181 3.567 5.397 -0.679 -0.280 0.250
C -1.263 3.498 6.538 -0.489 -0.639 -0.639
C 1.149 3.119 5.977 -0.227 -0.144 0.754
C -0.030 5.010 4.939 0.386 0.632 -0.130
C 1.412 0.386 -0.449 0.697 0.032 -0.424
O 0.328 -0.104 -1.006 0.382 0.424 0.390
C 2.391 1.122 -1.206 -0.039 0.638 -0.450
C 3.605 1.499 -0.631 -0.758 -0.623 1.972
C 2.147 1.683 -2.643 -0.087 -0.934 -0.291
C 0.736 1.438 -3.213 -0.275 1.102 0.693
C 2.313 3.195 -2.660 0.429 0.620 1.910
C 3.158 1.030 -3.619 -0.598 0.365 0.229
H 6.267 3.586 1.757 0.772 0.401 0.421
H 5.103 3.665 0.442 0.181 0.022 0.152
H 4.495 3.635 2.081 0.589 -0.424 -0.117
H 6.417 1.439 3.099 0.781 0.188 0.220
H 4.719 1.466 3.342 -0.143 -0.302 0.060
H 5.516 0.011 2.634 -0.165 -0.005 0.109
H 7.360 1.206 1.021 0.045 0.245 -0.313
H 6.297 0.259 -0.009 -0.018 0.635 0.283
H 6.663 1.927 -0.454 -0.154 0.263 0.011
H 3.070 0.339 2.508 0.316 0.028 0.241
H 0.940 1.257 4.240 -0.022 0.017 -0.080
H -2.337 3.986 3.831 0.446 -0.151 0.003
H -4.913 2.468 3.411 0.059 -0.187 -0.094
H -5.743 2.437 1.836 0.160 -0.064 0.047
H -4.643 1.091 2.256 -0.261 0.058 0.292
H -3.809 4.729 2.802 -0.090 -0.157 -0.620
H -2.901 4.884 1.284 -0.387 -0.181 0.079
H -4.677 4.682 1.263 -0.213 0.013 -0.199
H -3.997 1.419 0.004 0.544 0.740 0.308
H -4.365 3.092 -0.322 -0.094 0.382 -0.091
H -2.655 2.586 -0.307 -0.551 -0.091 0.217
H -1.411 2.472 6.941 0.376 0.447 -0.366
H -0.993 4.132 7.375 0.122 0.270 0.145
H -2.275 3.796 6.180 0.743 0.015 0.082
H 1.097 2.072 6.278 0.051 0.022 0.211
H 1.972 3.205 5.288 0.289 0.153 -0.471
H 1.380 3.745 6.859 -0.035 -0.350 -0.282
H -0.997 5.448 4.669 0.278 -0.023 -0.133
H 0.410 5.638 5.728 -0.174 -0.139 0.020
H 0.674 5.062 4.086 -0.503 -0.006 0.232
H 4.277 2.096 -1.191 0.596 0.342 -0.683
H -0.061 1.796 -2.541 0.391 -0.091 -0.112
H 0.658 2.032 -4.115 -0.021 0.098 -0.447
H 0.488 0.433 -3.443 0.031 -1.045 -0.113
H 1.679 3.631 -1.853 -0.039 -0.121 -0.866
H 3.303 3.568 -2.373 0.170 -0.421 -0.133
H 2.122 3.614 -3.626 -0.481 0.251 -0.567
H 3.000 -0.034 -3.636 -0.218 -0.535 -0.212
H 3.092 1.443 -4.628 -0.220 -0.028 -0.028
H 4.162 1.166 -3.287 0.872 0.270 0.340
C -3.566 -2.570 1.701 -0.243 0.435 -0.281
C -2.754 -3.674 1.112 0.914 0.519 0.095
C -3.280 -4.923 0.953 -1.102 -1.276 0.293
C -2.549 -5.901 0.290 1.131 0.274 -0.668
C -1.246 -5.585 -0.142 -0.922 0.004 0.342
C -0.741 -4.322 0.140 -0.570 -0.452 0.064
N -1.490 -3.410 0.726 -0.387 1.192 0.107
N 0.609 -4.017 -0.155 -0.206 0.087 0.683
Si 1.292 -4.047 -1.802 -0.002 0.304 0.336
C 2.640 -5.319 -1.808 0.840 0.387 0.373
C 2.022 -2.394 -2.230 0.042 -0.796 0.012
C -0.054 -4.560 -2.967 0.938 -0.614 -1.260
H -2.971 -1.881 2.292 0.137 -0.146 0.283
H -4.405 -2.969 2.279 0.133 0.110 -0.048
H -3.955 -1.920 0.894 -0.007 -0.438 0.161
H -4.277 -5.123 1.389 0.642 0.011 -0.560
H -2.957 -6.879 0.053 -0.028 0.101 0.235
H -0.589 -6.240 -0.683 -0.122 -0.548 -0.035
H 3.538 -4.920 -1.279 -0.667 -0.373 -0.242
H 2.924 -5.393 -2.852 0.161 -0.405 -0.316
H 2.372 -6.297 -1.398 0.031 0.092 -0.154
H 2.632 -1.960 -1.452 0.172 0.065 0.340
H 1.219 -1.728 -2.441 -0.659 0.731 -0.136
H 2.626 -2.493 -3.120 0.281 -0.073 -0.390
H -0.141 -5.647 -3.029 0.267 -0.153 -0.028
H 0.156 -4.203 -4.000 0.042 -0.158 0.565
H -1.032 -4.246 -2.756 -1.323 0.907 0.553
F 1.097 -4.015 2.242 -0.189 -0.151 -0.036
B 1.456 -3.877 0.970 0.005 0.276 -0.446
F 2.747 -3.628 0.743 0.436 0.104 0.153
C -3.840 -4.866 -5.424 0.129 0.628 -0.245
N -3.689 -3.428 -5.587 0.513 -0.536 -0.649
C -4.208 -2.520 -4.714 -0.363 1.017 0.437
C -3.738 -1.305 -5.094 0.061 -0.335 0.063
N -2.896 -1.557 -6.157 -0.701 -0.620 -0.495
C -2.016 -0.592 -6.734 0.051 1.147 -0.265
C -2.861 -2.870 -6.522 -0.032 0.050 0.480
Se -2.756 -1.592 -1.908 -0.094 -0.084 0.028
H -4.887 -5.102 -5.347 -0.499 -0.223 -0.030
H -3.364 -5.140 -4.487 0.242 -0.386 -0.048
H -3.411 -5.356 -6.305 0.030 0.090 0.431
H -4.764 -2.778 -3.824 -0.071 -0.033 -0.261
H -3.867 -0.309 -4.697 0.004 -0.260 0.133
H -2.509 0.418 -6.831 0.351 -1.080 -0.153
H -1.658 -0.984 -7.702 -0.170 0.373 0.509
H -1.194 -0.460 -6.034 0.358 0.131 -0.208
```
Positions in Å, forces in eV/Å.

=====

This record from OMol25 describes 6 unconnected molecules or ions with the total composition C42H63F3N5O16. The level of theory is wB97M-V/def2-TZVPD.

Properties
Net charge = +1
HOMO-LUMO gap = 8.18 eV
HOMO = -11.1 eV
E_tot = -92933.39440 eV

```
129
Properties=species:S:1:pos:R:3:forces:R:3
C -5.242 -1.046 -2.034 0.799 0.735 -0.383
C -3.824 -0.795 -1.416 -0.789 -0.820 -0.778
C -3.743 -1.596 -0.111 -0.272 0.927 0.142
C -2.786 -1.215 -2.493 -0.317 -0.689 0.470
C -1.399 -1.641 -2.010 -0.474 1.153 -0.144
C -0.507 -0.549 -1.407 1.037 -0.779 0.900
C 0.851 -1.309 -1.035 -0.927 0.037 0.996
C 1.250 -1.227 0.449 0.766 -0.985 -0.589
C 0.441 -2.186 1.344 0.248 1.170 0.861
N 0.516 -1.696 2.734 0.018 0.214 -0.588
C -1.009 0.289 -0.199 -0.874 1.175 -0.033
N -0.103 1.486 -0.244 0.834 -0.517 0.384
C 0.638 1.347 -1.385 -1.931 -0.406 -0.382
N 1.805 1.833 -1.663 0.226 0.643 0.585
C 2.566 1.641 -2.910 0.865 -0.019 -0.681
C 2.061 0.643 -3.924 -1.049 -0.090 -0.665
N 1.743 1.079 -5.071 0.178 0.207 0.271
C 2.413 2.699 -0.639 0.499 -0.013 -0.129
F 3.552 3.214 -1.088 -0.261 -0.236 -0.070
F 2.674 1.987 0.447 -0.118 0.194 -0.011
F 1.598 3.706 -0.352 -0.133 -0.116 0.174
N -0.065 0.541 -2.292 0.864 -0.177 -1.137
C -1.120 1.347 -2.956 -0.064 0.116 -0.941
C -0.848 2.855 -3.018 0.634 1.110 -0.367
O 0.073 3.339 -3.665 -0.728 -0.822 0.816
C -1.758 3.743 -2.222 0.936 -0.818 -0.630
C -1.291 4.859 -1.582 2.205 0.521 -0.289
C -2.095 5.646 -0.839 -1.149 1.243 1.291
C -3.448 5.365 -0.719 0.269 0.272 0.179
C -3.904 4.273 -1.394 -2.028 -0.335 0.085
C -3.084 3.474 -2.119 -0.322 -1.608 -0.751
H -5.878 -0.175 -1.895 -0.304 -0.169 0.290
H -5.113 -1.118 -3.112 -0.251 -0.129 -0.096
H -5.698 -1.957 -1.660 -0.128 0.019 0.044
H -3.799 0.284 -1.257 0.380 0.046 0.307
H -4.298 -1.050 0.656 -0.006 -0.040 0.091
H -4.274 -2.537 -0.227 0.357 -0.307 -0.013
H -2.738 -1.743 0.276 0.049 -0.171 0.008
H -3.221 -2.085 -2.991 0.107 -0.115 -0.009
H -2.744 -0.458 -3.267 -0.041 -0.067 -0.082
H -0.833 -2.087 -2.821 0.075 0.089 -0.236
H -1.479 -2.425 -1.260 -0.077 0.020 0.138
H 0.708 -2.369 -1.243 -0.102 0.321 -0.009
H 1.652 -1.015 -1.707 0.042 0.251 0.005
H 1.282 -0.224 0.863 -0.258 0.036 0.096
H 2.280 -1.596 0.507 0.107 0.225 0.008
H 0.860 -3.191 1.307 -0.265 -0.154 -0.402
H -0.606 -2.183 1.043 -0.032 -0.383 -0.122
H -0.399 -1.621 3.147 0.088 -0.306 0.295
H 1.127 -2.266 3.296 -0.286 -0.087 0.270
H -2.000 0.739 -0.275 -0.239 -0.543 -0.511
H -1.031 -0.189 0.774 0.652 -0.008 0.016
H -0.555 2.387 -0.133 0.379 0.163 0.429
H 3.582 1.356 -2.629 -0.082 -0.139 0.289
H 2.676 2.602 -3.405 -0.354 0.075 -0.070
H 1.937 -0.418 -3.714 0.345 0.122 0.487
H 1.418 0.314 -5.661 0.201 -0.100 -0.024
H -2.108 1.191 -2.535 0.195 -0.055 0.380
H -1.178 0.999 -3.989 0.099 0.038 -0.042
H -0.249 5.148 -1.653 0.105 -0.199 -0.169
H -1.714 6.503 -0.306 0.238 0.104 -0.047
H -4.125 5.952 -0.121 0.086 0.228 0.098
H -4.948 3.993 -1.386 -0.155 0.188 0.201
H -3.469 2.608 -2.642 -0.340 0.041 0.008
C -2.201 4.364 -6.677 0.062 0.098 0.447
C -2.497 2.886 -6.606 0.157 0.559 -0.278
C -3.587 2.417 -7.541 0.031 -0.117 -0.189
O -4.132 1.291 -6.832 0.025 0.131 0.166
C -3.905 1.490 -5.519 0.007 0.088 -0.120
O -4.384 0.849 -4.638 0.064 -0.028 0.174
O -3.047 2.525 -5.324 -0.047 -0.302 -0.031
H -3.052 4.946 -6.323 -0.096 -0.058 -0.130
H -1.355 4.614 -6.036 0.045 -0.030 -0.066
H -1.961 4.664 -7.697 0.002 -0.065 -0.020
H -1.578 2.310 -6.752 -0.050 -0.083 0.026
H -3.206 2.108 -8.511 -0.072 -0.180 0.049
H -4.378 3.156 -7.684 0.046 0.057 0.083
C 2.976 -6.698 -4.165 -0.069 0.066 -0.418
C 2.942 -5.276 -3.664 0.074 -0.605 -0.016
C 2.189 -5.087 -2.369 0.068 0.035 0.252
O 1.707 -3.736 -2.490 0.135 -0.391 -0.473
C 1.607 -3.465 -3.818 0.138 -0.145 -0.092
O 1.071 -2.500 -4.267 -0.031 0.163 0.072
O 2.197 -4.423 -4.556 -0.042 0.239 0.226
H 1.976 -7.032 -4.447 -0.043 0.015 0.152
H 3.599 -6.773 -5.056 0.051 -0.017 0.052
H 3.377 -7.369 -3.406 0.020 0.052 0.037
H 3.957 -4.876 -3.590 -0.048 0.098 0.029
H 2.826 -5.189 -1.494 -0.052 0.192 0.041
H 1.330 -5.754 -2.268 0.018 -0.033 -0.114
C 1.927 -2.614 7.296 0.157 0.208 -0.440
C 0.611 -3.135 6.774 0.462 0.219 0.423
C 0.171 -4.439 7.393 -0.203 -0.053 0.116
O -0.602 -5.032 6.337 0.142 0.071 -0.070
C -0.142 -4.537 5.167 -0.008 -0.043 -0.024
O -0.431 -4.954 4.092 0.002 0.016 -0.104
O 0.703 -3.496 5.380 -0.205 -0.117 0.074
H 2.746 -3.273 7.011 -0.145 -0.088 0.149
H 2.144 -1.636 6.865 -0.054 0.041 0.090
H 1.910 -2.516 8.381 -0.046 -0.025 0.000
H -0.165 -2.370 6.870 -0.096 -0.099 -0.050
H -0.441 -4.299 8.280 -0.135 -0.088 -0.098
H 1.005 -5.102 7.631 0.074 0.083 -0.051
C 7.934 -5.266 5.720 0.262 0.154 0.264
C 6.684 -5.374 6.559 0.382 -0.010 -0.400
C 5.414 -4.984 5.839 -0.236 -0.180 -0.061
O 4.592 -4.502 6.911 0.304 -0.075 -0.077
C 5.426 -4.056 7.892 0.101 0.046 0.145
O 5.072 -3.424 8.830 -0.091 0.038 0.024
O 6.703 -4.430 7.643 -0.310 -0.059 -0.019
H 8.141 -4.225 5.468 -0.133 0.004 -0.074
H 8.797 -5.636 6.274 -0.017 -0.059 -0.037
H 7.839 -5.845 4.802 -0.051 -0.033 0.026
H 6.601 -6.376 6.986 -0.101 0.026 0.030
H 4.937 -5.825 5.342 -0.139 0.031 0.110
H 5.559 -4.175 5.118 0.132 0.008 0.041
C -1.051 6.096 3.511 -0.161 -0.289 -0.234
C -1.674 7.342 2.927 0.267 -0.449 0.280
C -2.017 8.401 3.947 0.094 0.253 0.016
O -3.130 9.061 3.336 0.023 -0.192 -0.019
C -3.733 8.170 2.514 -0.192 0.008 -0.049
O -4.789 8.329 1.999 -0.023 -0.026 -0.087
O -2.963 7.056 2.356 0.122 0.327 0.042
H -1.767 5.566 4.140 -0.005 0.127 0.095
H -0.757 5.409 2.716 0.063 0.033 0.010
H -0.168 6.341 4.100 0.000 0.053 -0.022
H -1.037 7.747 2.136 -0.055 0.105 0.014
H -1.204 9.103 4.116 -0.116 0.124 -0.057
H -2.338 7.985 4.905 0.015 -0.111 -0.047
```
Positions in Å, forces in eV/Å.